Below is a cluster of 2 separate species, C5H10NO in total in a non-equilibrium geometry, with properties calculated with ωB97M-V/def2-TZVPD.

Properties
Kohn-Sham gap (alpha / beta)	0.1902 / 0.2876	hartree
total charge	+1
E	-8870.0079	eV
expectation value of S²	2.024
multiplicity	3
energy above the lowest of the compared OMol25 structures with the same formula, charge and spin	96.9	kcal/mol
HOMO (alpha / beta)	-9.973 / -14.938	eV
maximum force	6.33	eV Å⁻¹

Each line ends with the Mulliken spin population.
Cartesian coordinates (Å):
C  3.0182  1.3539  0.1627  0.541
C  2.4983  -1.0312  -0.1395  0.687
C  -2.9034  0.3632  0.1730  0.004
C  -0.2842  -1.6336  -0.0284  0.564
C  -1.3976  0.4367  -0.1567  0.003
N  2.9135  0.1114  0.0442  -0.063
O  -0.7885  -0.6842  0.6042  0.148
H  3.3273  1.8058  1.1761  0.011
H  3.0645  2.0647  -0.6134  0.018
H  3.0750  -1.8369  -0.3764  0.072
H  -3.2257  0.5738  1.1199  0.005
H  -3.3420  1.2186  -0.3270  -0.001
H  -3.1335  -0.6738  -0.2176  0.001
H  -0.0237  -2.4304  0.6561  0.012
H  -0.3163  -1.5948  -1.1930  0.002
H  -1.1522  1.4202  0.3897  -0.005
H  -1.3296  0.5366  -1.2741  0.000